# C22H39N2O

The ion C22H39N2O with charge +1 in a non-equilibrium geometry (the ωB97M-V functional and the def2-TZVPD basis, OMol25).

Bonds (Å) are listed after each position.
CARTESIAN COORDINATES (ANGSTROEM)
1 C -9.296 -0.496 -0.729  C2 1.523, H62 1.087, H63 1.087, H64 1.088
2 C -8.861 0.511 0.328  C1 1.523, C3 1.529, H60 1.093, H61 1.092
3 C -7.940 -0.087 1.393  C2 1.529, C4 1.529, H58 1.093, H59 1.093
4 C -6.601 -0.610 0.872  C3 1.529, C5 1.527, H56 1.094, H57 1.091
5 C -5.705 0.486 0.299  C4 1.527, C6 1.527, H54 1.093, H55 1.091
6 C -4.335 -0.055 -0.103  C5 1.527, C7 1.527, H52 1.092, H53 1.093
7 C -3.434 1.046 -0.658  C6 1.527, C8 1.530, H50 1.092, H51 1.093
8 C -2.106 0.530 -1.217  C7 1.530, H9 1.092, C10 1.527, H49 1.092
9 H -1.615 1.353 -1.739  C8 1.092
10 C -1.174 -0.012 -0.136  C8 1.527, C11 1.530, H47 1.091, H48 1.092
11 C 0.136 -0.575 -0.693  C10 1.530, C12 1.530, H45 1.092, H46 1.095
12 C 1.026 0.444 -1.407  C11 1.530, C13 1.528, H43 1.095, H44 1.090
13 C 1.464 1.598 -0.506  C12 1.528, C14 1.527, H41 1.093, H42 1.090
14 C 2.562 2.431 -1.165  C13 1.527, C15 1.531, H39 1.092, H40 1.092
15 C 3.101 3.572 -0.298  C14 1.531, C16 1.531, H37 1.092, H38 1.091
16 C 3.663 3.182 1.071  C15 1.531, H17 1.090, H18 1.091, C19 1.536
17 H 2.889 2.697 1.665  C16 1.090
18 H 3.937 4.102 1.590  C16 1.091
19 C 4.925 2.308 1.035  C16 1.536, N20 1.454, H35 1.091, H36 1.094
20 N 4.650 0.923 0.692  C19 1.454, C21 1.341, C25 1.344
21 C 5.102 0.391 -0.453  N20 1.341, C22 1.373, H34 1.080
22 C 4.788 -0.893 -0.824  C21 1.373, C23 1.403, H33 1.079
23 C 3.967 -1.679 -0.001  C22 1.403, C24 1.405, C28 1.439
24 C 3.547 -1.110 1.213  C23 1.405, C25 1.370, H27 1.077
25 C 3.903 0.176 1.523  N20 1.344, C24 1.370, H26 1.080
26 H 3.600 0.636 2.452  C25 1.080
27 H 2.941 -1.693 1.887  C24 1.077
28 C 3.579 -3.008 -0.394  C23 1.439, N29 1.278, H32 1.088
29 N 2.799 -3.678 0.364  C28 1.278, O30 1.350
30 O 2.464 -4.913 -0.067  N29 1.350, H31 0.972
31 H 1.873 -5.294 0.605  O30 0.972
32 H 3.955 -3.402 -1.337  C28 1.088
33 H 5.164 -1.285 -1.756  C22 1.079
34 H 5.727 1.016 -1.075  C21 1.080
35 H 5.632 2.716 0.311  C19 1.091
36 H 5.394 2.323 2.023  C19 1.094
37 H 3.874 4.100 -0.861  C15 1.092
38 H 2.291 4.281 -0.121  C15 1.091
39 H 2.153 2.876 -2.074  C14 1.092
40 H 3.377 1.776 -1.482  C14 1.092
41 H 1.812 1.180 0.442  C13 1.093
42 H 0.613 2.242 -0.291  C13 1.090
43 H 1.916 -0.080 -1.772  C12 1.095
44 H 0.508 0.840 -2.280  C12 1.090
45 H -0.101 -1.376 -1.397  C11 1.092
46 H 0.704 -1.020 0.131  C11 1.095
47 H -1.679 -0.818 0.397  C10 1.091
48 H -0.962 0.776 0.589  C10 1.092
49 H -2.305 -0.256 -1.948  C8 1.092
50 H -3.968 1.559 -1.461  C7 1.092
51 H -3.236 1.781 0.126  C7 1.093
52 H -3.867 -0.516 0.769  C6 1.092
53 H -4.464 -0.832 -0.861  C6 1.093
54 H -5.578 1.275 1.044  C5 1.093
55 H -6.182 0.930 -0.576  C5 1.091
56 H -6.076 -1.092 1.701  C4 1.094
57 H -6.774 -1.373 0.112  C4 1.091
58 H -8.465 -0.913 1.880  C3 1.093
59 H -7.747 0.674 2.153  C3 1.093
60 H -9.750 0.901 0.830  C2 1.093
61 H -8.367 1.357 -0.154  C2 1.092
62 H -10.028 -0.049 -1.396  C1 1.087
63 H -8.451 -0.827 -1.329  C1 1.087
64 H -9.747 -1.368 -0.261  C1 1.088

Summary:
LUMO energy: -0.1663 hartree
E_HOMO: -12.11 eV
frontier orbital gap: 7.588 eV
charge: +1
E_tot: -1046.16980 Ha